[1]
Formula: C5H9N
Source: OMol25
Level of theory: ωB97M-V/def2-TZVPD

Last column: Löwdin charge in e.
Cartesian coordinates (Å):
C  -0.46499  1.31601  -0.44569  -0.091
C  -0.42680  0.02688  0.37766  -0.429
C  -1.13677  -1.11336  -0.35194  -0.087
C  1.01436  -0.38519  0.79680  -0.151
C  2.09397  0.16122  -0.03530  -0.240
N  2.96534  0.59684  -0.66000  0.142
H  0.06761  2.13374  0.05176  0.083
H  -1.50259  1.63036  -0.59960  0.079
H  -0.00786  1.17535  -1.43288  0.083
H  -0.97455  0.20878  1.31036  0.128
H  -0.64116  -1.34147  -1.30299  0.087
H  -2.17462  -0.83827  -0.56821  0.079
H  -1.15512  -2.02654  0.25454  0.078
H  1.11945  -1.47662  0.78103  0.116
H  1.22374  -0.06773  1.82445  0.121

Computed properties:
* LUMO level: 0.03081 Ha
* multiplicity: 1
* relative energy (zero: lowest compared OMol25 entry of this formula, charge and spin): 13.9 kJ/mol
* orbital gap: 12.2117 eV
* max |F|: 1.2 eV/A
* E: -6820.8509 eV
* HOMO: -11.37 eV

[2]
Formula: C37H15AlF15GeNS5
Source: OMol25
Level of theory: ωB97M-V/def2-TZVPD

Last column: Löwdin charge in e.
Cartesian coordinates (Å):
Al  0.05779  0.16656  1.74012  -0.743
S  0.39585  1.99660  3.14771  0.731
C  2.08959  1.79858  3.55400  -0.616
C  2.74115  2.87609  4.17296  -0.111
C  4.07867  2.81328  4.51187  -0.074
C  4.81996  1.66290  4.25797  -0.088
C  4.20135  0.58628  3.65660  -0.106
C  2.84962  0.64348  3.31407  -0.491
S  2.20204  -0.75187  2.42578  0.998
C  1.57581  -1.87578  3.70603  -0.328
C  0.20568  -1.57843  4.25646  -0.285
C  -0.18564  -2.16822  5.44701  0.000
C  -1.46973  -1.95332  5.91299  -0.027
C  -2.31994  -1.14761  5.17817  0.001
C  -1.85138  -0.56365  4.01277  -0.287
C  -2.71632  0.44069  3.29878  -0.331
S  -2.28768  0.80933  1.57434  1.011
C  -2.97469  -0.59953  0.73928  -0.488
C  -4.32036  -0.51697  0.37784  -0.102
C  -4.93838  -1.57156  -0.26473  -0.082
C  -4.20136  -2.71917  -0.54136  -0.069
C  -2.86764  -2.80028  -0.18903  -0.114
C  -2.20753  -1.73519  0.43963  -0.600
S  -0.48970  -1.89023  0.75120  0.768
N  -0.61743  -0.79288  3.56110  0.022
H  2.16610  3.77173  4.36764  0.101
H  4.55486  3.67277  4.96761  0.107
H  5.87178  1.61686  4.50701  0.104
H  4.76611  -0.31251  3.43715  0.107
H  2.30967  -1.92379  4.50786  0.100
H  1.55124  -2.84525  3.20350  0.095
H  0.50760  -2.79464  5.99344  0.124
H  -1.79968  -2.39624  6.84398  0.117
H  -3.33353  -0.95768  5.50609  0.124
H  -2.62626  1.40002  3.81542  0.095
H  -3.76091  0.13616  3.31874  0.098
H  -4.86830  0.39330  0.59502  0.111
H  -5.97822  -1.49610  -0.55418  0.105
H  -4.66853  -3.55059  -1.05405  0.110
H  -2.29843  -3.69724  -0.40178  0.103
F  -2.00884  2.19484  -0.93559  0.041
C  -2.05934  2.02573  -2.26277  -0.216
C  -1.03662  1.38066  -2.92932  -0.129
C  -1.17413  1.25446  -4.30218  -0.234
F  -0.23367  0.59948  -5.00413  0.100
C  -2.25884  1.75013  -4.99361  -0.137
F  -2.35387  1.61802  -6.31656  0.129
C  -3.26558  2.38749  -4.29084  -0.130
F  -4.32649  2.86424  -4.93507  0.136
C  -3.17122  2.52171  -2.92061  -0.134
F  -4.15000  3.12933  -2.24523  0.122
Ge  0.61407  0.66334  -2.07303  0.750
S  1.04787  1.30525  -0.05641  0.390
C  1.99522  1.55387  -3.21533  -0.120
C  1.85136  2.91641  -3.45226  -0.226
F  0.84019  3.60181  -2.90072  0.094
C  2.73560  3.64196  -4.22619  -0.141
F  2.54351  4.94262  -4.44577  0.127
C  3.83665  3.00872  -4.76801  -0.134
F  4.70473  3.69376  -5.50439  0.138
C  4.02844  1.66147  -4.54114  -0.140
F  5.09205  1.04674  -5.06158  0.125
C  3.10874  0.95809  -3.78448  -0.211
F  3.32234  -0.35434  -3.66086  0.106
C  0.53634  -1.29661  -2.41270  -0.141
C  1.60992  -2.08482  -2.01881  -0.277
F  2.59092  -1.54580  -1.28940  0.080
C  1.67606  -3.43772  -2.27169  -0.141
F  2.72454  -4.16246  -1.87500  0.125
C  0.61997  -4.05616  -2.91360  -0.131
F  0.66643  -5.35910  -3.17129  0.137
C  -0.50042  -3.32471  -3.24812  -0.145
F  -1.54913  -3.93345  -3.80593  0.122
C  -0.53698  -1.96653  -2.98141  -0.225
F  -1.68301  -1.34437  -3.28096  0.103

Computed properties:
* LUMO level: -0.00948 Ha
* multiplicity: 1
* orbital gap: 7.6975 eV
* max |F|: 0.5 eV/A
* E: -198157.6414 eV
* HOMO: -7.96 eV

[3]
Formula: C4H6AgO2
Source: OMol25
Level of theory: ωB97M-V/def2-TZVPD

Last column: Löwdin charge in e.
Cartesian coordinates (Å):
H  -1.83866  -1.74028  0.38644  0.192
O  -1.21898  -2.75102  -2.23725  0.396
C  -1.21318  -2.06381  -1.34649  0.031
C  -1.28837  -1.05089  -0.34446  -0.093
C  0.09021  -0.55927  0.10644  -0.152
C  0.75968  0.48250  -0.91252  -0.442
O  1.96688  0.91278  -0.51619  -0.382
Ag  3.87548  0.19322  0.11828  0.801
H  -1.93326  -0.25524  -0.75486  0.176
H  0.76180  -1.41534  0.25540  0.114
H  -0.05496  -0.07086  1.07770  0.127
H  0.00834  1.29936  -1.04817  0.121
H  0.77200  -0.04403  -1.90674  0.110

Computed properties:
* LUMO level: -0.17999 Ha
* multiplicity: 1
* relative energy (zero: lowest compared OMol25 entry of this formula, charge and spin): 0.0 kJ/mol
* orbital gap: 7.2312 eV
* max |F|: 2.5 eV/A
* E: -12329.0399 eV
* HOMO: -12.13 eV
* charge: +1

[4]
Formula: C3H11N3O
Source: OMol25
Level of theory: ωB97M-V/def2-TZVPD

Last column: Löwdin charge in e.
Cartesian coordinates (Å):
H  0.09938  0.95730  1.96984  0.055
N  0.78029  0.21238  1.81096  0.130
C  1.17654  0.15564  0.61707  -0.444
C  2.23137  -0.83106  0.22712  -0.060
C  0.82176  1.23097  -0.47380  -0.251
O  -0.37011  1.89235  -0.22670  -0.124
H  3.21296  -0.34169  0.21847  0.087
H  2.04858  -1.22636  -0.77730  0.074
H  2.25492  -1.65741  0.93595  0.075
H  1.63182  1.96710  -0.46213  0.124
H  0.81303  0.73146  -1.45175  0.110
H  -1.08659  1.16723  -0.09294  0.049
N  -1.83666  -0.35879  0.12356  -0.091
N  -2.38286  -0.76482  -1.13199  -0.054
H  -2.49059  -0.45524  0.90188  0.097
H  -0.99428  -0.92821  0.31578  0.085
H  -3.06653  -0.07546  -1.42178  0.070
H  -2.84304  -1.67539  -1.08225  0.068

Computed properties:
* LUMO level: 0.02951 Ha
* multiplicity: 1
* relative energy (zero: lowest compared OMol25 entry of this formula, charge and spin): 219.3 kJ/mol
* orbital gap: 10.1065 eV
* max |F|: 1.8 eV/A
* E: -9805.7284 eV
* HOMO: -9.30 eV

[5]
Formula: C8H10O2PS
Source: OMol25
Level of theory: ωB97M-V/def2-TZVPD

Last column: Löwdin charge in e.
Cartesian coordinates (Å):
C  -1.39329  -2.34137  -1.43993  -0.127
C  -0.05178  -2.24425  -1.07079  -0.089
C  -2.24024  -1.34497  -1.08789  -0.154
C  0.36508  -1.09997  -0.48320  -0.137
C  -1.81307  -0.31465  -0.30660  -0.095
C  -0.53809  -0.29518  0.13790  -0.346
C  0.85725  0.52725  2.15464  -0.137
C  0.01692  0.84500  0.90136  -0.276
O  2.92883  1.35695  0.22756  -0.417
O  1.30107  3.21002  0.30564  -0.255
P  1.58866  1.68035  -0.34312  0.087
S  1.17715  1.59852  -2.22791  0.179
H  -1.70642  -3.21240  -2.04061  0.097
H  0.56704  -2.93676  -1.41132  0.055
H  -3.35153  -1.22540  -1.35652  0.114
H  1.45414  -0.96030  -0.30695  0.111
H  -2.44879  0.45277  0.16474  0.120
H  1.16777  1.38798  2.69648  0.047
H  0.38218  -0.30288  2.87750  0.109
H  1.73038  -0.02584  1.71699  0.054
H  -0.63158  1.70819  1.12266  0.096
H  0.63831  3.53693  -0.23062  -0.033

Computed properties:
* LUMO level (spin up / spin down): 0.13069 / 0.02538 Ha
* multiplicity: 3
* <S²>: 2.028
* orbital gap (spin up / spin down): 4.3803 / 5.4102 eV
* max |F|: 7.9 eV/A
* E: -32675.6365 eV
* HOMO (spin up / spin down): -0.82 / -4.72 eV
* charge: -1

[6]
Formula: CH7NO
Source: OMol25
Level of theory: ωB97M-V/def2-TZVPD

Last column: Löwdin charge in e.
Cartesian coordinates (Å):
C  -1.21103  0.39880  -0.20330  0.089
N  -0.67133  0.88700  1.23169  0.291
H  -1.81570  -0.44469  0.23584  0.149
H  -1.84910  1.17621  -0.55476  0.102
H  -0.30415  0.60150  -0.73318  0.088
H  -0.65921  0.01146  1.65466  0.089
H  0.34113  0.92986  0.95226  0.147
H  2.09638  -1.87091  -0.71751  0.101
H  1.36353  -0.98778  -1.70922  0.004
O  1.59907  -1.00218  -0.81627  -0.059

Computed properties:
* LUMO level (spin up / spin down): -0.14413 / -0.36004 Ha
* multiplicity: 2
* relative energy (zero: lowest compared OMol25 entry of this formula, charge and spin): 228.2 kJ/mol
* <S²>: 0.755
* orbital gap (spin up / spin down): 12.0302 / 6.1488 eV
* max |F|: 6.0 eV/A
* E: -4676.6598 eV
* HOMO (spin up / spin down): -15.95 / -15.95 eV
* charge: +1